{
  "formula": "C2H6Br2Si",
  "method": "ωB97M-V/def2-TZVPD",
  "species": ["C", "C", "Si", "Br", "Br", "H", "H", "H", "H", "H", "H"],
  "xyz": [[0.421880, -1.513460, -0.912162], [-0.155494, 1.080202, 1.448760], [-0.130607, 0.248030, -0.746434], [1.555906, 1.262527, 2.543290], [-2.136065, 0.915375, -1.206919], [-0.208151, -1.956190, -0.212081], [-0.018907, -1.902640, -1.860565], [1.456796, -1.837678, -0.707636], [-0.751546, 0.566632, 2.178961], [-0.722734, 2.039563, 1.203010], [0.688923, 1.097638, -1.728225]],
  "forces_ev_per_angstrom": [[-0.5, 0.2, -1.3], [0.2, 0.4, -2.4], [2.4, 1.9, 2.2], [-1.1, 0.2, -1.2], [-1.0, -0.3, -0.3], [-0.9, -1.3, 1.6], [0.8, 0.3, 0.3], [-0.5, 0.6, -0.3], [-0.4, -0.7, -0.2], [1.4, -0.8, 0.7], [-0.4, -0.3, 1.0]],
  "lowdin_charge": [-0.27, -0.66, 0.19, 0.41, 0.36, -0.02, 0.05, 0.05, -0.05, -0.01, -0.04],
  "energy_ha": -5517.3100,
  "de_lowest_kcal_mol": 35.3,
  "homo_lumo_gap_ha": 0.362,
  "lumo_energy_ev": 0.46,
  "homo_ev": -9.378,
  "multiplicity": 1
}

{
  "formula": "C2H6Br3NP",
  "method": "ωB97M-V/def2-TZVPD",
  "species": ["C", "C", "N", "P", "Br", "Br", "Br", "H", "H", "H", "H", "H", "H"],
  "xyz": [[0.354545, 1.296089, -0.302123], [-0.456921, -1.077900, -0.100229], [0.432105, -0.099100, -0.354934], [0.673920, -0.557477, -2.937691], [1.770767, -2.582220, -3.195644], [2.310999, 0.814768, -3.480531], [-0.658371, -0.457890, -4.702769], [0.772333, 1.436666, 0.680571], [1.059100, 1.637160, -0.968047], [-0.493962, 1.836601, -0.372352], [-0.379493, -1.246276, 1.054596], [-1.607078, -0.900433, -0.158667], [-0.009938, -2.167840, -0.373760]],
  "forces_ev_per_angstrom": [[0.7, -2.2, 1.0], [-2.0, -2.9, 2.1], [1.1, -0.6, -1.7], [1.2, -0.8, -0.7], [-1.0, 1.3, 0.4], [-0.4, -0.1, 0.2], [0.3, -0.1, 0.8], [0.6, 0.4, 0.9], [2.0, 1.1, -1.4], [-3.4, 1.2, -0.3], [0.3, 0.5, -1.1], [1.9, -0.3, -0.5], [-1.3, 2.5, 0.2]],
  "lowdin_charge": [-0.08, -0.19, -0.07, -0.21, 0.23, 0.30, 0.29, 0.15, 0.03, 0.08, 0.18, 0.15, 0.15],
  "energy_ha": -8197.6010,
  "de_lowest_kcal_mol": 75.3,
  "charge": 1,
  "homo_lumo_gap_ha": [0.241, 0.240],
  "lumo_energy_ev": [-7.31, -7.32],
  "homo_ev": [-13.860, -13.860],
  "multiplicity": 1
}

{
  "formula": "C2H6BrClP",
  "method": "ωB97M-V/def2-TZVPD",
  "species": ["C", "C", "P", "Cl", "Br", "H", "H", "H", "H", "H", "H"],
  "xyz": [[1.181809, -0.728380, 0.566159], [-1.315760, 0.667194, -0.126874], [-0.430103, -0.256309, 1.129532], [-0.264331, 0.885134, 2.722817], [-1.610131, -2.158903, 1.482556], [1.688848, -1.643189, 1.085759], [1.869741, 0.197675, 0.597229], [1.184632, -0.992275, -0.577530], [-1.849042, 1.370501, 0.532313], [-1.967931, 0.073801, -0.647045], [-0.650253, 1.146265, -0.718920]],
  "forces_ev_per_angstrom": [[2.7, -0.6, -1.9], [-0.2, 0.4, 3.9], [2.2, 3.1, -1.0], [0.3, 0.8, 0.8], [-2.8, -4.8, 0.7], [-1.1, 1.9, -0.6], [-0.9, -1.4, 0.2], [-0.4, 0.4, 2.0], [-0.2, 0.0, -0.7], [-1.7, -1.5, -1.4], [1.9, 1.7, -2.1]],
  "mulliken_spin": [0.02, 0.01, 0.51, 0.13, 1.29, 0.01, 0.01, 0.00, 0.00, 0.00, 0.01],
  "energy_ha": -3454.9581,
  "de_lowest_kcal_mol": 0.0,
  "charge": 1,
  "homo_lumo_gap_ha": [0.294, 0.247],
  "lumo_energy_ev": [-3.27, -9.67],
  "homo_ev": [-11.257, -16.401],
  "multiplicity": 3
}

{
  "formula": "C2H6BrN",
  "method": "ωB97M-V/def2-TZVPD",
  "species": ["C", "C", "N", "Br", "H", "H", "H", "H", "H", "H"],
  "xyz": [[-0.322850, 1.158991, 0.138679], [0.178746, -1.007884, -0.722586], [0.640313, 0.171653, -0.257767], [0.926542, -0.700086, 2.782853], [-1.475292, 1.002383, -0.152878], [-0.353416, 1.228561, 1.270176], [0.228164, 2.101461, -0.182340], [0.819573, -1.741760, -0.408564], [-1.007135, -1.067802, -0.677560], [0.365355, -1.145517, -1.790012]],
  "forces_ev_per_angstrom": [[-0.3, 0.7, 0.3], [-4.1, 0.2, -2.2], [0.2, 2.3, 1.3], [0.1, 0.0, 0.0], [2.5, 0.4, 0.0], [0.2, -0.1, -1.0], [-1.6, -0.5, 0.3], [0.8, -2.6, 1.6], [2.2, -0.7, 0.4], [0.0, 0.5, -0.7]],
  "mulliken_spin": [0.00, -0.01, 0.81, 0.96, 0.01, 0.06, 0.03, 0.04, 0.01, 0.09],
  "energy_ha": -2708.4168,
  "de_lowest_kcal_mol": 0.0,
  "homo_lumo_gap_ha": [0.369, 0.231],
  "lumo_energy_ev": [1.12, -3.41],
  "homo_ev": [-8.911, -9.689],
  "multiplicity": 3
}

{
  "formula": "C2H6BrNOSi",
  "method": "ωB97M-V/def2-TZVPD",
  "species": ["C", "C", "N", "O", "Si", "Br", "H", "H", "H", "H", "H", "H"],
  "xyz": [[-0.625293, -0.221207, -0.286080], [-1.630131, 0.321511, -0.975187], [-0.422899, -1.560251, -0.135748], [0.130143, 0.560454, 0.533058], [1.639130, 0.953028, 1.014884], [-2.727699, -0.673057, -2.218085], [-2.003596, 1.214948, -0.702281], [-0.961705, -2.219855, -0.604325], [0.616556, -1.800725, -0.137353], [2.704062, -0.003222, 1.255638], [1.484545, 1.413789, 2.398768], [1.796885, 2.014587, -0.143290]],
  "forces_ev_per_angstrom": [[-0.7, 0.0, 0.4], [0.6, -2.6, -1.0], [4.4, 0.1, 1.0], [-1.1, -1.2, -0.1], [-0.4, 2.0, -1.0], [0.6, 0.3, 0.7], [-1.0, 3.0, 0.3], [-1.2, -0.8, -1.1], [-2.1, 0.1, 0.1], [0.3, -0.7, -0.7], [-0.1, 0.5, 0.0], [0.8, -0.8, 1.4]],
  "lowdin_charge": [-0.58, -0.49, 0.12, -0.28, 0.59, 0.62, 0.01, 0.04, 0.13, -0.09, -0.07, -0.01],
  "smiles": "N/C(=C\\Br)O[SiH3]",
  "energy_ha": -3073.2709,
  "de_lowest_kcal_mol": 12.4,
  "homo_lumo_gap_ha": 0.329,
  "lumo_energy_ev": 0.65,
  "homo_ev": -8.301,
  "multiplicity": 1
}

{
  "formula": "C2H6BrNS",
  "method": "ωB97M-V/def2-TZVPD",
  "species": ["C", "C", "N", "S", "Br", "H", "H", "H", "H", "H", "H"],
  "xyz": [[-0.939383, 0.102821, 0.888429], [1.095710, -0.504043, -0.304206], [0.381528, 0.501512, 0.403785], [1.111431, 1.924717, 0.503539], [-1.656494, 0.121919, -2.587551], [-1.484255, 0.334919, -0.046101], [-1.038268, -1.005923, 1.251302], [-1.117193, 0.813106, 1.637903], [2.092361, -0.516800, -0.078165], [0.580939, -1.565216, -0.306426], [0.973624, -0.207013, -1.362508]],
  "forces_ev_per_angstrom": [[1.2, -0.9, -0.4], [-3.3, -2.8, -2.5], [1.4, -0.2, 1.4], [-1.5, -0.8, 0.1], [0.3, 0.1, 0.5], [-0.9, -0.5, -0.4], [0.5, 2.3, -1.0], [-1.0, 0.8, 1.1], [2.5, -0.1, 0.7], [1.0, 2.3, 0.5], [0.0, -0.1, -0.1]],
  "lowdin_charge": [-0.09, -0.17, -0.67, 0.91, -0.42, -0.02, 0.15, 0.06, 0.05, 0.15, 0.05],
  "energy_ha": -3106.6351,
  "de_lowest_kcal_mol": 52.2,
  "homo_lumo_gap_ha": [0.163, 0.163],
  "lumo_energy_ev": [-3.58, -3.58],
  "homo_ev": [-8.009, -8.010],
  "multiplicity": 1
}

> What is the formula in the third record?

C2H6BrClP